(1)
Computed, not measured: a single C4H5NO molecule at a distorted geometry, with wB97M-V/def2-TZVPD.

SMILES: Nc1ccco1
Energy above the lowest of the compared OMol25 structures with the same formula, charge and spin in kcal/mol: 50.3
Net charge: 0
Frontier orbital gap in eV: 8.6
E in Ha: -285.334365
HOMO energy in eV: -7.8

Atoms and positions in Å:
C -0.02 0.05 0.66
C 1.05 -0.49 0.13
C 0.80 -0.45 -1.31
C -0.37 0.12 -1.49
H 0.00 -0.57 2.62
H -0.98 1.26 2.25
H 1.89 -0.91 0.72
H 1.37 -0.85 -2.13
H -0.80 0.67 -2.42
N -0.41 0.22 1.93
O -0.93 0.43 -0.30



(2)
Computed, not measured: 2 unconnected molecules or ions with the total composition C4H5NO at a distorted geometry, with wB97M-V/def2-TZVPD.

SMILES: N#CCC=C=O.[H][H]
Energy above the lowest of the compared OMol25 structures with the same formula, charge and spin in kcal/mol: 52.8
Net charge: 0
Frontier orbital gap in eV: 10.0
E in Ha: -285.330504
HOMO energy in eV: -9.6

Atoms and positions in Å:
O -2.27 1.25 0.05
C -1.28 0.65 -0.09
C -0.13 0.02 -0.23
C 1.15 0.71 0.18
C 2.19 -0.25 0.56
N 3.03 -0.99 0.83
H -2.71 -1.44 -0.80
H -0.12 -0.96 -0.70
H -2.39 -1.70 -0.18
H 0.97 1.38 1.03
H 1.55 1.33 -0.64